ORCA calculation (ωB97M-V/def2-TZVPD) on C26H31LaN2O8 as an isolated structure in a non-equilibrium geometry.

Output
**Relative energy (zero: lowest compared OMol25 entry of this formula, charge and spin)**: 0.2905 eV
**Orbital gap**: 0.253 Ha
**F_max**: 3.28 eV/Å
**Multiplicity**: 1
**LUMO**: -1.41 eV
**Total energy**: -1752.17785 a.u.

Last column: natural (NBO) charge in e.
Atoms and positions in Å:
La  -0.4600  -0.9020  0.9570  2.02
O  1.2248  -0.4714  9.4066  -0.36
O  -0.2881  -0.9579  3.3219  -0.77
O  0.4340  0.9694  2.4248  -0.73
O  0.7608  4.0690  8.0592  -0.37
O  0.4586  4.7053  5.9826  -0.36
O  1.2750  1.0849  -1.4111  -0.54
O  0.0894  -0.3175  -4.6863  -0.57
O  1.0264  -2.0781  7.9252  -0.36
N  0.6149  3.8131  6.8402  0.50
N  1.0163  -0.8663  8.2378  0.50
C  -2.8179  -0.1940  -0.2845  -0.39
C  0.0980  -0.9934  -5.9715  0.28
C  -1.1191  -1.8542  -6.2490  -0.62
C  1.4005  -1.7244  -6.2677  -0.63
C  0.5317  -3.4268  0.9231  -0.42
C  0.0574  0.2680  -6.8533  -0.47
C  0.1017  0.9324  -5.5023  -0.07
C  0.4757  0.6325  4.8473  -0.09
C  -2.6915  0.3741  1.9507  -0.34
C  1.3772  -2.7589  1.8642  -0.34
C  0.1486  2.7190  -2.7443  -0.44
C  0.8628  -2.9356  -0.3810  -0.40
C  0.9925  2.5039  -1.5083  -0.07
C  1.8968  -1.9583  -0.2351  -0.35
C  -3.0546  -1.3783  0.4793  -0.39
C  -2.9786  -1.0268  1.8678  -0.38
C  -2.5999  0.8871  0.6250  -0.36
C  0.6449  2.4209  6.4666  0.00
C  0.5772  -0.3314  5.8656  -0.11
C  0.2167  0.2268  3.4472  0.75
C  0.7773  0.1025  7.1920  0.01
C  0.5041  1.9990  5.1248  -0.11
C  -0.7755  1.4827  -2.6311  -0.45
C  0.8293  1.4753  7.4846  -0.12
C  2.2239  -1.8580  1.1480  -0.36
C  0.1566  0.4243  -2.0749  -0.06
H  -0.7903  1.5575  -5.3518  0.19
H  2.3927  -1.4197  -1.0394  0.24
H  0.9521  0.3843  -7.4735  0.21
H  -2.6259  0.9762  2.8570  0.24
H  1.4433  -2.6575  -5.6978  0.21
H  -1.1680  1.0915  -3.5721  0.24
H  -0.8742  0.4118  -7.4033  0.21
H  -3.2481  -2.3737  0.0668  0.24
H  -0.4464  3.6523  -2.6696  0.22
H  0.6814  2.6302  -3.6875  0.21
H  0.4128  2.7830  -0.6167  0.17
H  -3.1073  -1.7061  2.7143  0.25
H  -2.0404  -1.3140  -6.0103  0.22
H  0.5033  -1.3964  5.6382  0.28
H  0.4030  2.7010  4.3037  0.27
H  1.0265  1.5162  -5.4074  0.19
H  1.4482  -2.9775  2.9310  0.24
H  0.4374  -3.2735  -1.3277  0.24
H  1.9707  3.0091  -1.4595  0.20
H  3.0460  -1.2752  1.5657  0.24
H  -0.2126  -4.1927  1.1518  0.24
H  -2.8720  -0.0943  -1.3709  0.24
H  -1.0958  -2.1318  -7.3160  0.22
H  -2.4700  1.9402  0.3562  0.24
H  -1.0385  -2.7823  -5.6820  0.21
H  1.4096  -1.9723  -7.3478  0.21
H  2.2705  -1.1050  -6.0118  0.22
H  -1.5852  1.6636  -1.9249  0.21
H  0.6128  -0.1351  -2.8865  0.24
H  0.9648  1.8130  8.5062  0.29
H  -0.3883  -0.3798  -1.4747  0.12

Atomic forces in eV per Å
1.57 0.95 -0.53
-0.51 -0.37 -2.49
0.69 1.54 0.89
-0.12 -0.70 1.83
-0.31 -0.54 -2.34
0.23 -2.17 1.19
-1.41 0.20 0.03
-0.14 1.17 -2.74
-0.13 2.45 0.32
0.17 2.99 1.33
0.56 -2.21 2.25
-0.40 0.13 0.41
0.16 -1.23 -2.06
0.45 -0.40 0.22
-0.22 -0.49 0.23
0.59 0.12 -0.06
0.05 -0.45 0.65
0.08 1.22 0.20
0.04 0.65 0.74
-0.67 -0.37 -0.56
0.49 -0.49 -0.59
-1.11 -0.35 0.27
0.35 0.19 0.31
0.83 -0.16 0.78
-0.24 -0.61 0.29
-0.34 0.43 0.22
-0.42 0.45 -0.46
-0.42 -0.54 0.09
0.06 -1.90 -0.80
0.09 0.30 0.50
-0.61 -1.45 -1.63
0.06 1.25 -1.68
0.15 0.25 0.99
0.05 -0.13 0.35
-0.32 -0.17 0.02
-0.46 -0.65 -0.19
0.83 -0.98 0.05
0.46 -0.14 0.40
-0.21 -0.09 0.20
-0.39 0.13 0.06
0.10 -0.32 -0.27
0.20 0.04 -0.02
-0.23 0.42 0.46
0.25 -0.01 -0.03
0.01 0.43 0.23
0.54 -0.42 -0.29
0.30 0.45 0.19
0.09 0.19 -0.11
0.08 0.29 -0.36
0.10 -0.19 -0.06
0.07 0.43 0.03
0.02 0.02 0.20
-0.30 -0.17 0.60
-0.21 0.20 -0.42
0.09 0.13 0.33
-0.45 -0.08 -0.19
-0.44 -0.07 -0.10
0.32 0.23 -0.07
0.07 -0.18 0.42
-0.16 0.18 0.36
0.08 -0.49 0.12
-0.35 -0.04 0.16
0.13 0.10 0.57
-0.22 -0.14 -0.14
-0.10 0.17 -0.11
-0.16 -0.04 0.36
0.03 -0.11 -0.16
0.60 1.13 -0.41